[1]
11
Properties=species:S:1:pos:R:3:forces:R:3:lowdin_charge:R:1 method="wB97M-V/def2-TZVPD" homo_lumo_gap_ha=0.379 spin_multiplicity=1 smiles="C=C1NOCO1" total_energy_ev=-8774.1057 de_lowest_ev=3.589
C 1.030234 1.202189 0.884485 0.0 -0.1 -0.1 0.104
C 0.568924 0.115945 0.288615 0.1 0.4 0.1 -0.426
N 0.768081 -0.291538 -1.068876 0.1 0.0 0.1 0.075
O -0.425171 -0.668788 0.825796 0.0 0.1 0.1 -0.005
C -1.320594 -0.633629 -0.255267 -0.4 -0.1 0.0 -0.210
O -0.526235 -0.853133 -1.406032 -0.1 -0.1 -0.1 -0.091
H 1.708797 1.871193 0.374648 0.1 -0.1 0.1 0.069
H 0.677782 1.429059 1.883669 0.2 0.0 -0.1 0.074
H -1.769990 0.371039 -0.288145 -0.1 -0.2 -0.1 0.138
H 1.358681 -1.125079 -1.074736 0.0 0.2 0.0 0.132
H -2.070509 -1.417258 -0.164156 0.1 0.0 -0.1 0.140

***

[2]
17
Properties=species:S:1:pos:R:3:forces:R:3:lowdin_charge:R:1 method="wB97M-V/def2-TZVPD" homo_lumo_gap_ha=0.367 spin_multiplicity=1 smiles=CO[C@@](O)(OC(N)(F)F)SF total_energy_ev=-29826.8435 de_lowest_ev=0.955
C -1.066501 2.363086 0.307655 -0.4 -0.2 3.5 -0.052
C 0.765994 -1.535478 0.891892 -0.2 -0.2 0.4 -0.683
C 0.157001 0.553202 -0.584027 -1.2 -2.5 -0.5 -0.797
N 0.405345 -2.904464 0.756816 -1.3 -0.6 -1.6 0.144
O 1.302262 1.190332 -0.981255 1.5 -0.5 1.1 0.000
O -0.600874 0.996729 0.423775 -0.2 1.4 0.2 -0.094
O 0.407887 -0.879980 -0.263458 0.3 1.2 -2.1 0.024
F 2.092638 -1.469917 1.197367 0.0 0.4 -0.4 0.101
F 0.137300 -0.930298 1.930083 0.2 -0.5 0.1 0.117
F -2.083266 -0.200561 -1.974063 0.5 0.6 0.0 -0.459
S -0.749701 0.741632 -2.229475 0.0 -1.5 0.6 1.041
H -0.265409 2.982495 -0.007968 1.0 0.8 0.4 0.075
H -1.515126 2.604214 1.376938 1.3 -0.3 -2.2 0.147
H -1.828906 2.565715 -0.384998 -1.3 -0.7 -1.1 0.047
H -0.283435 -2.957026 -0.029611 0.5 0.1 1.2 0.120
H 1.094922 -3.630569 0.500086 0.1 1.4 0.6 0.111
H 2.029870 0.510889 -0.929757 -0.9 1.0 -0.1 0.157

***

[3]
59
Properties=species:S:1:pos:R:3:forces:R:3:lowdin_charge:R:1 method="wB97M-V/def2-TZVPD" homo_lumo_gap_ha=0.307 spin_multiplicity=1 total_charge=+1 total_energy_ev=-46316.0429
C 0.200376 0.476617 1.344925 -0.2 -1.3 -0.2 -0.059
C -0.843723 0.147475 0.092094 -0.6 -4.0 -1.2 -0.319
N -1.029554 -1.178945 -0.289521 0.9 6.1 1.6 0.107
C -1.728124 1.268888 -0.716228 -1.0 0.0 0.7 -0.297
P -0.741493 2.335702 -1.957613 -0.1 0.7 0.8 1.059
C 0.850010 3.127808 -1.223857 1.2 0.7 0.4 -0.288
C 2.207777 2.231962 -1.428224 1.3 0.1 1.0 -0.216
O 2.580358 2.076588 -2.869353 -2.3 -3.8 1.2 -0.114
C 2.145396 0.747461 -3.339096 -2.3 0.8 -7.4 -0.151
O 1.719603 0.644101 -4.628938 3.0 0.7 8.9 -0.050
H 1.129185 1.115683 1.020817 -2.1 -1.0 0.6 0.059
H 0.641073 -0.580832 1.679585 -1.1 2.3 -0.9 0.110
H -0.353332 0.919659 2.295685 1.1 -0.7 -2.3 0.103
H -1.725972 -1.251129 -1.064625 0.5 0.3 0.6 0.049
H -2.598912 0.743855 -1.341630 2.1 1.0 1.3 0.121
H -2.302537 2.013840 0.018977 1.5 -1.5 -1.5 0.125
H -0.514211 1.587676 -3.181217 0.0 0.6 1.0 0.045
H -1.601019 3.465172 -2.338798 0.8 -1.2 0.3 0.054
H 1.046110 4.196058 -1.714270 -0.6 -2.4 0.8 0.132
H 0.677805 3.355467 -0.066481 0.3 -0.7 -2.5 0.127
H 2.170720 1.169255 -0.899581 -0.2 2.2 -1.2 0.121
H 3.132369 2.800854 -0.933080 -2.3 -1.0 -1.0 0.152
H 2.098621 -0.222378 -2.663811 0.4 2.3 -0.9 0.176
O 2.898867 5.424989 0.381972 1.3 -0.7 0.4 0.073
C 4.113560 5.352235 0.468041 -1.4 0.3 0.2 -0.468
O 4.776333 4.662418 1.442245 -1.1 0.2 -0.6 0.028
C 6.178838 4.883149 1.300689 0.9 -0.1 0.4 -0.163
C 6.372842 5.302003 -0.133132 0.7 0.0 -0.5 -0.164
C 5.091482 6.035363 -0.439249 0.3 -0.1 -0.4 -0.084
H 6.482645 5.663391 2.006444 -0.1 -0.1 0.0 0.135
H 6.722342 3.962948 1.534039 -0.3 0.1 0.1 0.132
H 7.270569 5.906538 -0.287314 -0.1 -0.2 0.1 0.127
H 6.449149 4.413751 -0.772038 0.1 0.1 0.1 0.123
H 5.152866 7.092772 -0.167343 -0.2 0.0 -0.1 0.143
H 4.803989 5.920543 -1.486901 -0.2 0.3 0.2 0.132
O -4.737010 -4.760883 -2.687412 1.8 0.6 1.3 0.109
C -3.706616 -4.758884 -2.034369 -2.1 -0.4 -1.7 -0.458
O -3.098216 -3.632491 -1.559733 -0.6 0.1 -0.2 0.004
C -1.865090 -3.992552 -0.938817 0.6 0.1 0.5 -0.205
C -2.011119 -5.447865 -0.578732 0.4 -0.5 0.5 -0.156
C -2.902460 -5.971815 -1.676181 0.1 -0.3 0.4 -0.077
H -1.051731 -3.820233 -1.651502 0.0 0.0 0.0 0.128
H -1.700809 -3.368239 -0.055718 -0.1 -0.1 -0.3 0.086
H -1.054133 -5.971204 -0.504945 -0.1 0.2 0.1 0.129
H -2.523412 -5.541615 0.386556 0.2 0.0 -0.1 0.106
H -2.327533 -6.290371 -2.550135 -0.2 0.0 0.0 0.140
H -3.545287 -6.779862 -1.319468 0.0 0.1 -0.4 0.137
O -2.084692 -5.064820 3.438247 -0.7 2.1 -0.1 0.108
C -2.709859 -4.025838 3.304591 1.0 -2.1 0.5 -0.458
O -2.350922 -2.833851 3.865410 0.3 -0.6 -0.2 0.028
C -3.362289 -1.864892 3.593318 -0.2 0.6 0.2 -0.170
C -4.091770 -2.381107 2.380758 -0.6 0.4 -0.6 -0.165
C -3.995631 -3.876364 2.549200 -0.2 0.2 -0.4 -0.078
H -4.015157 -1.786072 4.468941 0.1 0.0 -0.1 0.133
H -2.899639 -0.891250 3.407319 0.1 -0.2 0.2 0.118
H -5.118975 -2.014136 2.307727 0.2 0.0 0.0 0.125
H -3.559019 -2.079117 1.470817 -0.1 0.0 0.1 0.103
H -4.814930 -4.270972 3.156528 0.1 -0.1 -0.1 0.144
H -3.947706 -4.386502 1.584382 -0.1 -0.2 0.4 0.112

***

In the order shown, the computed HOMO energy values come out to -9.34 -9.61 -12.05 eV.